C10H14ClMoN4O3 | ωB97M-V with the def2-TZVPD basis set

The calculation puts the energy above the lowest of the compared OMol25 structures with the same formula, charge and spin at 1.946 eV. As for the molecular weight: 369.64 g mol⁻¹. Its total charge is +3. For the HOMO-LUMO gap, the calculation gives 6.18 eV. For the largest force on an atom, the calculation gives 0.82 eV/A. For the total energy, the calculation gives -37047.9447 eV.

Last column: natural (NBO) charge in e.
CARTESIAN COORDINATES (ANGSTROEM)
Mo1 0.7845 -0.4235 -0.3874  1.564
N1 0.1754 -0.6505 1.8443  -0.829
C1 -0.3083 -2.0040 2.2100  -0.345
C2 -0.7316 -2.7327 0.9703  0.667
O1 -1.3896 -3.7197 0.9312  -0.430
N2 -0.2251 -2.1477 -0.2683  -0.621
C3 -0.6500 -3.0310 -1.3488  -0.414
C4 -0.3977 -2.6562 -2.7470  0.949
O2 -0.3286 -2.5989 -3.8519  -0.151
O3 0.6945 -0.6430 -2.0132  -0.413
H1 0.9348 -0.3799 2.4705  0.440
H2 -0.5619 0.0321 2.0288  0.435
H3 -1.1375 -1.9757 2.9161  0.291
H4 0.4965 -2.5767 2.6757  0.282
H5 -1.7375 -3.2130 -1.3339  0.348
H6 -0.1845 -4.0289 -1.2821  0.344
Cl1 2.8866 0.5809 0.4476  0.263
C5 2.7794 -1.0542 -0.2286  -0.517
H7 2.9820 -1.8300 0.5062  0.282
H8 3.3504 -1.1292 -1.1491  0.294
N3 1.6161 3.0202 -0.8538  -0.730
C6 0.3976 2.7593 -0.3769  0.472
C7 -0.4370 3.8222 0.0536  -0.261
C8 -1.7410 3.5932 0.3575  -0.050
C9 -2.2732 2.2816 0.2416  -0.203
C10 -1.4280 1.2826 -0.0837  -0.037
N4 -0.0647 1.4732 -0.3023  -0.557
H9 1.9148 3.9848 -0.9104  0.451
H10 2.1053 2.3848 -1.4617  0.415
H11 -0.0239 4.8228 0.0699  0.276
H12 -2.3835 4.4146 0.6493  0.282
H13 -3.3231 2.0811 0.4010  0.282
H14 -1.7907 0.2614 -0.1746  0.221

C13H10AsClF6IrN3O6S3Sb | ωB97M-V with the def2-TZVPD basis set

As for the expectation value of S²: 0.7635. The calculation puts the energy above the lowest of the compared OMol25 structures with the same formula, charge and spin at 1.582 eV. As for the molecular weight: 938.78 g mol⁻¹. Its total charge is 0. For the HOMO-LUMO gap (alpha / beta), the calculation gives 6.50 / 6.21 eV. For the largest force on an atom, the calculation gives 2.49 eV/A. For the total energy, the calculation gives -161952.0827 eV. The multiplicity is 2.

Last column: Mulliken spin population.
CARTESIAN COORDINATES (ANGSTROEM)
Ir1 -0.3886 0.1295 0.0349  0.044
O1 1.7674 2.5572 -4.9147  0.000
C1 2.6070 1.6368 -4.4707  -0.002
O2 3.6490 1.4048 -5.0214  0.000
C2 2.2154 0.8727 -3.2396  -0.001
C3 2.9775 -0.1339 -2.6558  0.005
Cl1 4.4289 -0.8258 -3.1615  0.000
N1 2.3226 -0.6226 -1.5829  0.004
N2 1.1749 0.0529 -1.4120  0.005
C4 1.0849 0.9273 -2.4073  0.008
C5 -0.1625 1.7578 -2.4142  0.004
O3 -0.3860 2.6120 -3.2499  -0.001
O4 -0.9794 1.4658 -1.4462  0.004
C6 2.7191 -1.7687 -0.8115  -0.002
C7 3.8497 -1.6921 -0.0147  0.001
C8 4.2376 -2.8240 0.6827  0.000
C9 3.5022 -3.9977 0.5810  0.000
C10 2.3820 -4.0576 -0.2372  0.000
C11 1.9897 -2.9380 -0.9570  0.003
H1 0.9464 2.6366 -4.3655  0.000
H2 4.3933 -0.7638 0.0877  0.000
H3 5.1007 -2.7715 1.3315  0.000
H4 3.8049 -4.8721 1.1412  0.000
H5 1.8231 -4.9768 -0.3459  0.000
H6 1.1613 -2.9823 -1.6497  0.000
N3 0.1475 -1.2297 1.4927  0.000
C12 -0.6159 -2.4826 1.2876  0.001
C13 -0.8497 -2.7210 -0.2062  0.001
O5 -1.0624 -3.8258 -0.6405  -0.001
O6 -0.7825 -1.6494 -0.9634  0.000
H7 1.1541 -1.3996 1.4386  0.000
H8 0.0203 -0.8306 2.4236  0.003
H9 -1.5827 -2.3711 1.7809  0.000
H10 -0.0910 -3.3240 1.7346  0.000
S1 -3.0288 1.4901 2.7016  0.115
Sb1 -2.6264 2.5137 0.6348  -0.027
S2 -0.2273 2.0961 1.2291  0.831
S3 -2.5422 0.0914 0.5328  -0.007
F1 2.2475 0.4661 1.1498  0.003
As1 2.8440 0.6367 2.8254  0.003
F2 1.1517 0.6063 3.3356  0.003
F3 2.7408 2.3456 2.6389  0.001
F4 3.3639 0.7652 4.4481  0.000
F5 4.4593 0.6227 2.2270  0.000
F6 2.8177 -1.1100 2.9010  0.001

C3H2BrClN2 | ωB97M-V with the def2-TZVPD basis set

The calculation puts the energy above the lowest of the compared OMol25 structures with the same formula, charge and spin at 5.427 eV. As for the molecular weight: 181.42 g mol⁻¹. Its total charge is 0. For the HOMO-LUMO gap (alpha / beta), the calculation gives 7.09 / 7.31 eV. For the largest force on an atom, the calculation gives 1.91 eV/A. For the total energy, the calculation gives -88681.5945 eV.

Last column: natural (NBO) charge in e.
CARTESIAN COORDINATES (ANGSTROEM)
C1 -0.7321 0.4407 -1.2144  -0.135
C2 0.3258 0.0401 -1.9906  -0.046
C3 0.7651 -0.9189 1.1538  -0.001
N1 -1.0551 0.2760 0.0384  -0.232
N2 -0.2717 -0.1201 1.0651  -0.420
Cl1 1.2615 -1.1558 2.7712  -0.018
Br1 2.0702 0.5139 -1.9301  0.228
H1 -1.6081 0.7185 -1.8071  0.238
H2 -0.7556 0.2056 1.9136  0.385

C6H8O5Pt | ωB97M-V with the def2-TZVPD basis set

As for the expectation value of S²: 3.7554. As for the molecular weight: 355.20 g mol⁻¹. Its total charge is +1. For the HOMO-LUMO gap (alpha / beta), the calculation gives 7.60 / 7.59 eV. For the largest force on an atom, the calculation gives 16.34 eV/A. For the total energy, the calculation gives -19819.2286 eV. The multiplicity is 4.

Last column: Mulliken spin population.
CARTESIAN COORDINATES (ANGSTROEM)
Pt1 2.0073 -0.0875 -1.6612  2.642
O1 1.7886 -0.5744 -0.0868  0.172
O2 1.2890 -2.3665 1.0338  0.017
C1 0.1289 -3.1061 1.4513  0.006
C2 -0.9988 -2.0731 1.3208  0.002
O3 -0.3280 -0.9375 0.7509  0.008
C3 0.9217 -1.2276 0.4859  0.042
H1 0.0057 -3.9616 0.7788  0.003
H2 0.2946 -3.4462 2.4773  0.001
H3 -1.4315 -1.7716 2.2791  0.001
H4 -1.7848 -2.3851 0.6254  0.002
O4 0.5087 1.1878 -1.4588  0.122
C4 0.6031 2.4989 -0.8072  -0.005
C5 -0.8118 3.0214 -0.9903  0.007
O5 -1.5048 1.8733 -1.5742  0.016
C6 -0.7416 0.8548 -1.7558  -0.029
H5 0.8928 2.3309 0.2337  -0.008
H6 1.3737 3.0550 -1.3480  0.000
H7 -0.8934 3.8488 -1.7014  0.002
H8 -1.3194 3.2663 -0.0535  0.001

C37H53BNO36 | ωB97M-V with the def2-TZVPD basis set

As for the molecular weight: 1098.61 g mol⁻¹. Its total charge is -1. For the HOMO-LUMO gap, the calculation gives 5.39 eV. For the largest force on an atom, the calculation gives 0.86 eV/A. For the total energy, the calculation gives -115109.9391 eV.

Last column: Löwdin charge in e.
CARTESIAN COORDINATES (ANGSTROEM)
C1 -9.3779 -1.0772 1.4683  -0.114
C2 -8.3995 -1.0786 0.2712  -0.137
B1 -7.1202 -1.9543 0.4979  -0.608
O1 -7.3306 -3.2951 0.7410  0.131
N1 -5.7409 -1.4901 0.4546  0.089
C3 -5.4906 -0.2738 1.2325  -0.147
C4 -5.3474 1.0019 0.3915  -0.721
O2 -4.3530 1.7252 0.6942  -0.098
O3 -6.2028 1.2047 -0.4866  -0.060
H1 -9.7732 -0.0840 1.6229  0.057
H2 -8.9041 -1.4084 2.3841  0.061
H3 -10.2121 -1.7437 1.2948  0.056
H4 -8.1641 -0.0747 -0.0462  0.074
H5 -8.9315 -1.5489 -0.5528  0.093
H6 -6.4987 -3.7331 0.5321  0.089
H7 -5.3662 -1.3847 -0.4766  0.114
H8 -4.5594 -0.3851 1.7646  0.079
H9 -6.2459 -0.1341 1.9978  0.122
C5 -0.9504 -1.5528 3.1661  -0.110
C6 -1.2111 -2.0226 1.7532  -0.103
O4 -2.4609 -2.7201 1.8912  0.058
C7 -3.1064 -2.2254 2.9744  -0.585
O5 -4.2416 -2.4454 3.2451  0.151
O6 -2.2796 -1.4267 3.6963  0.057
H10 -0.4301 -0.6003 3.2054  0.127
H11 -0.4038 -2.2851 3.7550  0.097
H12 -1.3493 -1.2034 1.0578  0.103
H13 -0.4371 -2.6868 1.3757  0.132
C8 -1.7976 1.2381 -1.6555  -0.078
C9 -0.7199 2.2868 -1.8434  -0.100
O7 0.0402 2.1714 -0.6206  0.064
C10 -0.1644 0.9372 -0.1285  -0.594
O8 0.4501 0.4540 0.7834  0.116
O9 -1.1290 0.2983 -0.7897  0.057
H14 -2.0950 0.7564 -2.5829  0.131
H15 -2.6884 1.6095 -1.1408  0.119
H16 -0.0576 2.0648 -2.6825  0.127
H17 -1.1151 3.2901 -1.9564  0.111
C11 0.3030 7.5129 -0.9718  -0.085
C12 1.1882 6.3263 -0.6613  -0.093
O10 0.6348 5.3063 -1.5119  0.069
C13 -0.0093 5.9092 -2.5270  -0.572
O11 -0.4440 5.3499 -3.4850  0.142
O12 -0.1093 7.2381 -2.3210  0.065
H18 0.8239 8.4642 -0.9160  0.136
H19 -0.5784 7.5507 -0.3331  0.122
H20 2.2259 6.4926 -0.9484  0.120
H21 1.1512 6.0226 0.3792  0.140
C14 3.0888 -2.1392 -2.6070  -0.119
C15 2.8189 -1.0298 -1.6098  -0.102
O13 1.8189 -0.2588 -2.2842  0.051
C16 1.1863 -1.0607 -3.1733  -0.564
O14 0.2038 -0.7614 -3.7669  0.168
O15 1.8376 -2.2401 -3.2964  0.070
H22 3.3453 -3.0823 -2.1415  0.099
H23 3.8638 -1.8684 -3.3286  0.132
H24 2.4014 -1.3983 -0.6717  0.134
H25 3.6914 -0.4183 -1.3950  0.130
C17 1.2692 -4.5162 6.9435  -0.102
C18 2.1300 -5.5769 6.2829  -0.108
O16 2.0286 -5.2282 4.8956  0.070
C19 1.7137 -3.9184 4.8145  -0.582
O17 1.7243 -3.2805 3.8119  0.148
O18 1.3884 -3.4231 6.0266  0.056
H26 1.6217 -4.2250 7.9286  0.134
H27 0.2196 -4.8065 7.0070  0.135
H28 3.1762 -5.5111 6.5843  0.133
H29 1.7701 -6.5886 6.4466  0.130
C20 -4.8387 8.2870 -0.7643  -0.108
C21 -3.7827 9.3525 -0.9936  -0.116
O19 -3.0292 9.3017 0.2260  0.044
C22 -3.2026 8.0706 0.7767  -0.587
O20 -2.5743 7.6514 1.6912  0.164
O21 -4.1698 7.3922 0.1283  0.075
H30 -5.1349 7.7672 -1.6707  0.134
H31 -5.7281 8.6781 -0.2679  0.133
H32 -3.1201 9.1091 -1.8263  0.128
H33 -4.1954 10.3462 -1.1433  0.128
C23 3.9057 -1.4105 5.0783  -0.113
C24 5.0590 -0.4305 5.0582  -0.108
O22 5.7007 -0.6913 6.3158  0.059
C25 5.3867 -1.9507 6.7012  -0.577
O23 5.8903 -2.5246 7.6106  0.158
O24 4.4193 -2.4642 5.9096  0.053
H34 3.6387 -1.7902 4.0983  0.123
H35 3.0151 -0.9941 5.5493  0.139
H36 5.7692 -0.6359 4.2552  0.131
H37 4.7415 0.6062 4.9977  0.132
C26 4.2429 -7.2568 -4.2804  -0.110
C27 4.7159 -5.8688 -4.6603  -0.106
O25 3.9399 -5.0366 -3.7865  0.050
C28 3.5765 -5.7795 -2.7111  -0.566
O26 3.0809 -5.3434 -1.7257  0.168
O27 3.8616 -7.0857 -2.9108  0.059
H38 5.0188 -8.0129 -4.3678  0.131
H39 3.3685 -7.5724 -4.8510  0.135
H40 5.7745 -5.7122 -4.4474  0.133
H41 4.5197 -5.6176 -5.6986  0.133
C29 -2.6602 4.6504 -6.3033  -0.111
C30 -3.2003 5.2760 -5.0361  -0.113
O28 -4.2865 6.0766 -5.5363  0.056
C31 -4.6918 5.5575 -6.7159  -0.582
O29 -5.6667 5.8938 -7.3055  0.154
O30 -3.8243 4.6096 -7.1423  0.055
H42 -2.2606 3.6521 -6.1541  0.133
H43 -1.9028 5.2716 -6.7847  0.131
H44 -3.5995 4.5353 -4.3417  0.140
H45 -2.4725 5.8917 -4.5221  0.103
C32 4.7885 5.2788 0.8287  -0.107
C33 6.0900 6.0518 0.9254  -0.114
O31 5.6857 7.3723 0.5453  0.062
C34 4.3597 7.4978 0.7852  -0.580
O32 3.7516 8.5143 0.7247  0.169
O33 3.8162 6.2971 1.0938  0.037
H46 4.7040 4.4772 1.5563  0.134
H47 4.6122 4.8754 -0.1698  0.135
H48 6.4833 6.0835 1.9425  0.132
H49 6.8612 5.6841 0.2547  0.131
C35 4.0038 -10.5367 -0.2250  -0.108
C36 3.2574 -11.3636 -1.2549  -0.112
O34 4.0279 -11.1335 -2.4408  0.054
C37 5.2805 -10.7777 -2.0721  -0.583
O35 6.1970 -10.6726 -2.8195  0.156
O36 5.3414 -10.5480 -0.7425  0.062
H50 3.9798 -10.9640 0.7731  0.131
H51 3.6529 -9.5049 -0.1838  0.135
H52 3.2742 -12.4307 -1.0276  0.131
H53 2.2298 -11.0447 -1.4018  0.133

C3H6ClNO | ωB97M-V with the def2-TZVPD basis set

The calculation puts the energy above the lowest of the compared OMol25 structures with the same formula, charge and spin at 1.542 eV. As for the molecular weight: 107.54 g mol⁻¹. Its total charge is 0. For the HOMO-LUMO gap, the calculation gives 11.44 eV. For the largest force on an atom, the calculation gives 3.54 eV/A. For the total energy, the calculation gives -19267.2245 eV. Its SMILES is [H]/N=C(\Cl)OCC.

Last column: natural (NBO) charge in e.
CARTESIAN COORDINATES (ANGSTROEM)
H1 0.0457 2.7659 1.4757  0.384
N1 0.3283 1.9567 0.9611  -0.729
C1 0.1088 0.8568 1.4068  0.598
Cl1 -0.3935 0.3586 3.0636  -0.090
O1 0.1651 -0.2797 0.7558  -0.515
C2 0.3880 -0.1326 -0.7149  -0.070
C3 -0.3746 -1.3380 -1.1853  -0.646
H2 -0.1089 0.7717 -0.9970  0.204
H3 1.5504 -0.1114 -0.9888  0.199
H4 0.1944 -2.0337 -0.5851  0.225
H5 -1.4163 -1.2460 -0.9441  0.218
H6 -0.4875 -1.5683 -2.2476  0.223

C20H33N6O | ωB97M-V with the def2-TZVPD basis set

The calculation puts the energy above the lowest of the compared OMol25 structures with the same formula, charge and spin at 0.205 eV. As for the molecular weight: 373.52 g mol⁻¹. Its total charge is +1. For the HOMO-LUMO gap, the calculation gives 9.46 eV. For the largest force on an atom, the calculation gives 1.51 eV/A. For the total energy, the calculation gives -32256.5509 eV. Its SMILES is CC[C@H](c1nnnn1C(C)(C)C)[NH+]1CCN(Cc2ccccc2OC)CC1.

Last column: natural (NBO) charge in e.
CARTESIAN COORDINATES (ANGSTROEM)
C1 3.0192 1.2779 0.6828  -0.610
C2 2.0295 0.1725 0.3274  -0.421
C3 0.6640 0.3177 1.0367  -0.070
C4 0.2393 -1.0152 1.5585  0.317
N1 -0.4519 -1.8400 0.7955  -0.351
N2 -0.6229 -2.9493 1.4958  -0.039
N3 -0.0837 -2.8506 2.6287  -0.038
N4 0.4785 -1.6441 2.7373  -0.185
C5 1.2045 -1.2873 3.9588  0.127
C6 0.8980 0.1561 4.3616  -0.619
C7 0.7308 -2.2396 5.0568  -0.612
C8 2.6997 -1.4862 3.7033  -0.611
N5 -0.4043 0.7948 0.1037  -0.448
C9 -0.1061 2.1108 -0.4969  -0.250
C10 -1.1230 2.4151 -1.6232  -0.234
N6 -2.4009 1.7773 -1.4227  -0.436
C11 -2.6933 0.5201 -2.1237  -0.238
C12 -1.9466 0.3602 -3.4166  -0.125
C13 -2.4426 0.8865 -4.6002  -0.167
C14 -1.7705 0.7052 -5.7958  -0.216
C15 -0.5894 -0.0146 -5.8158  -0.174
C16 -0.0719 -0.5432 -4.6456  -0.301
C17 -0.7410 -0.3503 -3.4460  0.367
O1 -0.2560 -0.8168 -2.2324  -0.575
C18 0.5144 -2.0092 -2.2618  -0.264
C19 -2.7232 1.7365 -0.0270  -0.233
C20 -1.7317 0.8527 0.7784  -0.256
H1 2.6490 2.2649 0.4184  0.208
H2 3.2413 1.2754 1.7477  0.212
H3 3.9525 1.1151 0.1509  0.238
H4 1.8729 0.1344 -0.7509  0.227
H5 2.4702 -0.7876 0.6037  0.236
H6 0.7397 1.0523 1.8433  0.244
H7 1.1913 0.2980 5.3977  0.245
H8 1.4561 0.8761 3.7680  0.201
H9 -0.1680 0.3638 4.2876  0.220
H10 1.2632 -2.0237 5.9780  0.225
H11 0.9179 -3.2720 4.7783  0.244
H12 -0.3353 -2.1224 5.2335  0.226
H13 3.2507 -1.2822 4.6165  0.235
H14 3.0660 -0.8184 2.9271  0.199
H15 2.8988 -2.5135 3.4070  0.231
H16 -0.4619 0.0979 -0.6795  0.537
H17 -0.1624 2.8591 0.2973  0.217
H18 0.8986 2.1137 -0.9125  0.236
H19 -0.7237 2.1145 -2.5915  0.235
H20 -1.2807 3.4995 -1.6535  0.217
H21 -3.7674 0.5360 -2.3346  0.220
H22 -2.4877 -0.3587 -1.4965  0.187
H23 -3.3717 1.4344 -4.5756  0.224
H24 -2.1717 1.1150 -6.7087  0.229
H25 -0.0623 -0.1702 -6.7439  0.228
H26 0.8511 -1.1001 -4.6747  0.228
H27 0.4517 -2.4278 -1.2586  0.224
H28 0.0989 -2.7233 -2.9729  0.204
H29 1.5572 -1.8025 -2.5195  0.176
H30 -3.7338 1.3487 0.1042  0.234
H31 -2.7064 2.7619 0.3513  0.208
H32 -2.1151 -0.1633 0.8655  0.253
H33 -1.5974 1.2677 1.7796  0.219

C6H9N | ωB97M-V with the def2-TZVPD basis set

The calculation puts the energy above the lowest of the compared OMol25 structures with the same formula, charge and spin at 7.865 eV. As for the molecular weight: 95.14 g mol⁻¹. Its total charge is 0. For the HOMO-LUMO gap, the calculation gives 8.57 eV. For the largest force on an atom, the calculation gives 3.89 eV/A. For the total energy, the calculation gives -7850.2949 eV.

Last column: Löwdin charge in e.
CARTESIAN COORDINATES (ANGSTROEM)
C1 -0.1436 0.8816 -1.7546  -0.121
C2 0.0591 1.2187 -0.2721  -0.186
C3 0.2471 -0.1016 0.5180  -0.380
C4 0.3422 -1.5520 -0.0382  -0.319
N1 -0.6164 -2.0123 -0.8298  0.096
C5 -0.5466 -0.2942 1.7300  -0.058
C6 0.6056 0.2083 2.0216  0.068
H1 0.7609 0.3605 -2.1205  0.081
H2 -0.4874 1.7549 -2.3190  0.070
H3 -0.9168 0.1178 -1.8882  0.054
H4 -0.9206 1.5783 0.0530  0.110
H5 0.8989 1.8855 -0.0782  0.108
H6 1.3592 -1.9713 0.0447  0.120
H7 -0.4706 -2.2664 0.4523  0.145
H8 -1.4691 -0.7373 2.0687  0.113
H9 1.2979 0.9294 2.4123  0.098